(1)
# C28H26F3LiN4

C28H26F3LiN4 as an isolated structure (wB97M-V/def2-TZVPD, OMol25).

HOMO energy = -7.2 eV
Kohn-Sham gap = 7.13 eV
Lowest unoccupied orbital energy = -0.1 eV
2S+1 = 1

Last column: natural (NBO) charge in e.
Positions of all 62 atoms, in Å:
Li (0.911, -1.273, -0.093)  0.838
C (-4.036, 3.398, -0.410)  -0.631
C (-3.082, 3.404, 0.755)  -0.076
C (-2.930, 4.539, 1.543)  -0.185
C (-2.062, 4.565, 2.625)  -0.232
C (-1.343, 3.422, 2.944)  -0.189
C (-1.490, 2.274, 2.182)  -0.250
C (-2.336, 2.266, 1.081)  0.231
N (-2.506, 1.110, 0.283)  -0.659
C (-1.607, 0.055, 0.126)  0.651
N (-2.237, -1.146, 0.057)  -0.600
C (-1.735, -2.496, -0.135)  0.167
C (-0.369, -2.766, -0.207)  -0.531
C (-0.082, -4.133, -0.388)  -0.255
C (-1.050, -5.130, -0.477)  -0.232
C (-2.392, -4.779, -0.391)  -0.236
C (-2.762, -3.454, -0.223)  -0.089
C (-4.224, -3.086, -0.144)  -0.642
N (-0.332, 0.196, -0.013)  -0.682
C (0.309, 1.445, -0.214)  0.138
C (1.348, 1.815, 0.644)  -0.239
C (2.067, 2.982, 0.443)  -0.211
C (1.767, 3.794, -0.643)  -0.232
C (0.764, 3.407, -1.520)  -0.190
C (0.029, 2.239, -1.335)  -0.045
C (-1.005, 1.820, -2.347)  -0.639
H (-4.523, 4.367, -0.510)  0.225
H (-4.831, 2.655, -0.290)  0.205
H (-3.527, 3.176, -1.351)  0.223
H (-3.505, 5.425, 1.294)  0.208
H (-1.952, 5.466, 3.215)  0.214
H (-0.670, 3.418, 3.793)  0.213
H (-0.946, 1.374, 2.438)  0.220
H (-3.447, 0.924, -0.023)  0.396
H (-3.200, -1.104, 0.337)  0.388
H (0.960, -4.449, -0.469)  0.174
H (-0.774, -6.170, -0.614)  0.198
H (-3.166, -5.538, -0.459)  0.197
H (-4.845, -3.973, -0.265)  0.225
H (-4.516, -2.376, -0.925)  0.207
H (-4.494, -2.643, 0.823)  0.200
H (1.571, 1.177, 1.494)  0.212
H (2.854, 3.258, 1.134)  0.212
H (2.316, 4.711, -0.813)  0.213
H (0.545, 4.022, -2.387)  0.206
H (-0.968, 2.471, -3.221)  0.214
H (-2.017, 1.851, -1.939)  0.218
H (-0.831, 0.793, -2.677)  0.227
F (7.570, -2.789, 0.784)  -0.316
C (6.892, -3.003, -0.351)  0.970
F (7.555, -2.399, -1.342)  -0.316
F (6.916, -4.321, -0.588)  -0.315
C (5.468, -2.505, -0.235)  -0.094
C (4.635, -3.063, 0.717)  -0.216
C (3.328, -2.617, 0.787)  0.053
N (2.844, -1.663, -0.016)  -0.482
C (3.666, -1.125, -0.919)  0.053
C (4.990, -1.516, -1.066)  -0.221
H (4.986, -3.845, 1.378)  0.239
H (2.628, -3.050, 1.493)  0.221
H (3.253, -0.347, -1.553)  0.210
H (5.620, -1.061, -1.817)  0.243


(2)
# C28H26F3N2O4

A 2-piece molecular cluster, C28H26F3N2O4 overall in a non-equilibrium geometry (wB97M-V/def2-TZVPD, OMol25).

HOMO energy = -2.8 eV
Kohn-Sham gap = 4.78 eV
Lowest unoccupied orbital energy = 2.0 eV
Net charge = -1
2S+1 = 1

Last column: natural (NBO) charge in e.
Positions of all 63 atoms, in Å:
C (4.218, -1.547, 1.304)  -0.665
C (4.419, -0.780, 2.603)  0.529
C (5.627, -1.292, 3.391)  -0.626
O (4.607, 0.613, 2.349)  -0.505
C (3.512, 1.285, 1.855)  0.804
O (3.651, 2.344, 1.285)  -0.573
C (2.170, 0.691, 2.109)  -0.379
C (1.063, 1.387, 1.703)  0.033
C (-0.300, 0.900, 1.751)  -0.153
C (-0.640, -0.457, 1.527)  -0.105
C (-1.927, -0.931, 1.710)  -0.113
C (-2.955, -0.040, 2.137)  0.278
N (-4.230, -0.499, 2.327)  -0.440
C (-4.634, -1.799, 1.830)  -0.195
C (-3.550, -2.831, 2.067)  -0.403
C (-2.237, -2.369, 1.440)  -0.405
C (-5.335, 0.429, 2.453)  -0.196
C (-4.946, 1.611, 3.319)  -0.400
C (-3.706, 2.297, 2.749)  -0.425
C (-2.642, 1.338, 2.321)  -0.118
C (-1.357, 1.793, 2.058)  -0.073
C (2.097, -0.403, 3.108)  0.784
O (1.077, -0.758, 3.670)  -0.573
O (3.291, -0.956, 3.493)  -0.518
H (3.342, -1.179, 0.754)  0.226
H (5.109, -1.418, 0.678)  0.223
H (4.094, -2.614, 1.521)  0.220
H (5.718, -0.739, 4.329)  0.248
H (5.487, -2.352, 3.618)  0.213
H (6.542, -1.163, 2.810)  0.214
H (1.229, 2.407, 1.346)  0.237
H (0.136, -1.150, 1.193)  0.206
H (-5.561, -2.079, 2.345)  0.197
H (-4.851, -1.732, 0.746)  0.165
H (-3.422, -2.983, 3.145)  0.209
H (-3.862, -3.783, 1.626)  0.205
H (-2.296, -2.530, 0.352)  0.200
H (-1.410, -2.994, 1.797)  0.221
H (-5.636, 0.788, 1.449)  0.166
H (-6.181, -0.117, 2.889)  0.196
H (-5.783, 2.315, 3.355)  0.210
H (-4.752, 1.263, 4.340)  0.212
H (-4.013, 2.903, 1.881)  0.202
H (-3.294, 2.999, 3.487)  0.241
H (-1.119, 2.859, 2.135)  0.211
F (-2.082, 6.992, 7.253)  -0.345
C (-2.594, 5.749, 6.996)  0.976
F (-3.350, 5.395, 8.080)  -0.347
F (-3.458, 5.884, 5.934)  -0.356
C (-1.522, 4.740, 6.696)  -0.241
C (-1.769, 3.391, 6.960)  -0.203
C (-0.801, 2.464, 6.623)  -0.264
C (0.426, 2.865, 6.018)  0.037
C (1.357, 1.884, 5.614)  -0.614
C (2.630, 2.193, 5.186)  0.304
N (3.736, 2.393, 4.829)  -0.528
C (0.653, 4.258, 5.813)  -0.290
C (-0.328, 5.183, 6.131)  -0.179
H (-2.702, 3.074, 7.425)  0.208
H (-0.959, 1.400, 6.813)  0.199
H (1.083, 0.838, 5.699)  0.230
H (1.594, 4.602, 5.380)  0.217
H (-0.169, 6.243, 5.947)  0.209


(3)
# C28H26F4N2

A 6-piece molecular cluster, C28H26F4N2 overall in a non-equilibrium geometry (wB97M-V/def2-TZVPD, OMol25).

HOMO energy = -8.7 eV
SMILES = Fc1ccccc1.Fc1ccccc1.Fc1ccccc1.Fc1ccccc1.CC#N.CC#N
Kohn-Sham gap = 9.11 eV
Lowest unoccupied orbital energy = 0.4 eV
ΔE to the lowest compared entry with this formula, charge and spin = 37.5 kcal/mol
2S+1 = 1

Last column: natural (NBO) charge in e.
Positions of all 60 atoms, in Å:
F (24.635, 8.483, -0.357)  -0.351
C (24.833, 7.148, 0.007)  0.391
C (24.231, 6.681, 1.128)  -0.280
C (24.274, 5.288, 1.409)  -0.179
C (25.038, 4.430, 0.632)  -0.233
C (25.863, 4.982, -0.369)  -0.187
C (25.780, 6.398, -0.695)  -0.280
H (23.655, 7.444, 1.631)  0.232
H (23.694, 4.923, 2.244)  0.215
H (24.961, 3.406, 0.966)  0.220
H (26.434, 4.308, -0.990)  0.218
H (26.203, 6.782, -1.612)  0.231
F (29.083, 5.096, 1.636)  -0.338
C (28.302, 6.142, 2.069)  0.403
C (27.664, 5.922, 3.263)  -0.288
C (26.917, 6.938, 3.826)  -0.185
C (26.722, 8.159, 3.158)  -0.225
C (27.384, 8.318, 1.924)  -0.194
C (28.170, 7.332, 1.410)  -0.295
H (27.847, 5.068, 3.898)  0.228
H (26.322, 6.821, 4.720)  0.231
H (26.040, 8.942, 3.456)  0.227
H (27.311, 9.123, 1.208)  0.213
H (28.746, 7.492, 0.510)  0.224
F (21.609, 10.726, 4.288)  -0.323
C (22.622, 11.292, 3.613)  0.398
C (22.770, 12.676, 3.536)  -0.290
C (23.791, 13.227, 2.694)  -0.187
C (24.584, 12.446, 1.847)  -0.238
C (24.512, 11.054, 1.995)  -0.178
C (23.537, 10.511, 2.860)  -0.295
H (22.176, 13.391, 4.086)  0.224
H (23.804, 14.306, 2.661)  0.211
H (25.428, 12.951, 1.402)  0.218
H (25.242, 10.404, 1.536)  0.224
H (23.527, 9.434, 2.949)  0.233
F (21.612, 7.065, 8.050)  -0.324
C (20.889, 5.899, 7.973)  0.399
C (21.135, 4.945, 7.021)  -0.298
C (20.364, 3.785, 6.968)  -0.189
C (19.317, 3.588, 7.949)  -0.234
C (18.987, 4.579, 8.813)  -0.211
C (19.823, 5.707, 8.896)  -0.266
H (21.929, 5.053, 6.297)  0.236
H (20.567, 3.065, 6.190)  0.226
H (18.684, 2.719, 7.855)  0.212
H (18.093, 4.598, 9.419)  0.223
H (19.588, 6.433, 9.661)  0.229
C (16.943, 4.475, 5.439)  -0.723
C (17.800, 4.823, 4.317)  0.297
N (18.391, 5.102, 3.376)  -0.351
H (16.995, 5.376, 6.051)  0.256
H (17.369, 3.656, 6.018)  0.260
H (15.950, 4.377, 5.000)  0.261
C (21.035, 7.269, 4.537)  -0.731
C (22.503, 7.342, 4.496)  0.315
N (23.681, 7.470, 4.517)  -0.381
H (20.800, 7.903, 5.393)  0.266
H (20.784, 6.209, 4.570)  0.265
H (20.589, 7.783, 3.685)  0.268


(4)
# C28H26FeN6O3

C28H26FeN6O3 as an isolated structure (wB97M-V/def2-TZVPD, OMol25).

HOMO energy (alpha / beta) = -10.9 / -11.6 eV
Kohn-Sham gap (alpha / beta) = 8.05 / 6.53 eV
Lowest unoccupied orbital energy (alpha / beta) = -2.9 / -5.1 eV
ΔE to the lowest compared entry with this formula, charge and spin = 4.7 kcal/mol
Net charge = +1
2S+1 = 6

Last column: Löwdin spin population.
Positions of all 64 atoms, in Å:
Fe (0.316, 0.271, 1.293)  3.704
O (-1.117, 1.265, -0.149)  0.052
C (-1.731, 1.127, 0.946)  0.019
N (-1.407, 1.817, 2.009)  0.199
C (-1.681, 1.603, 3.313)  0.167
C (-2.834, 2.099, 3.944)  -0.001
C (-2.957, 2.012, 5.302)  0.131
C (-1.919, 1.442, 6.090)  0.068
C (-0.789, 0.939, 5.525)  0.037
C (-0.634, 0.968, 4.106)  0.140
N (0.410, 0.495, 3.413)  0.229
C (1.594, 0.081, 4.004)  0.033
O (1.750, -0.380, 5.109)  0.063
C (2.759, 0.311, 3.073)  0.006
C (4.054, 0.272, 3.552)  0.003
C (5.084, 0.608, 2.685)  0.001
C (4.781, 0.957, 1.379)  0.005
C (3.456, 0.934, 0.973)  0.004
N (2.465, 0.624, 1.803)  0.045
C (-2.453, -0.183, 1.125)  0.009
C (-3.729, -0.507, 0.717)  0.001
C (-4.148, -1.811, 0.940)  0.001
C (-3.279, -2.717, 1.534)  0.001
C (-2.004, -2.300, 1.874)  0.004
N (-1.593, -1.045, 1.678)  0.028
H (-3.593, 2.569, 3.332)  -0.003
H (-3.842, 2.392, 5.794)  0.006
H (-2.044, 1.406, 7.164)  0.002
H (-0.018, 0.487, 6.127)  0.000
H (4.230, -0.001, 4.582)  0.000
H (6.110, 0.604, 3.029)  0.000
H (5.553, 1.237, 0.677)  0.000
H (3.176, 1.162, -0.047)  0.000
H (-4.365, 0.225, 0.240)  0.000
H (-5.142, -2.122, 0.647)  0.000
H (-3.581, -3.737, 1.724)  0.000
H (-1.290, -2.978, 2.326)  0.000
C (1.806, 1.625, -4.633)  0.000
C (1.634, 0.121, -4.791)  0.000
N (0.240, -0.299, -4.877)  0.000
C (-0.492, 0.033, -6.105)  0.000
C (-1.479, 1.172, -5.910)  0.000
C (-0.410, -1.062, -3.973)  0.000
O (-1.522, -1.529, -4.168)  0.000
C (0.249, -1.395, -2.656)  0.000
C (0.192, -2.719, -2.218)  0.004
C (0.664, -3.035, -0.951)  0.000
C (1.152, -2.002, -0.180)  0.007
N (1.181, -0.717, -0.561)  0.026
C (0.723, -0.428, -1.784)  0.007
H (2.854, 1.869, -4.454)  0.000
H (1.213, 2.014, -3.805)  0.000
H (1.497, 2.155, -5.534)  0.000
H (2.116, -0.417, -3.977)  0.000
H (2.131, -0.210, -5.706)  0.000
H (-1.018, -0.864, -6.433)  0.000
H (0.254, 0.278, -6.861)  0.000
H (-2.244, 0.889, -5.189)  0.000
H (-1.974, 1.409, -6.852)  0.000
H (-0.979, 2.074, -5.554)  0.000
H (-0.247, -3.465, -2.867)  0.000
H (0.633, -4.042, -0.560)  0.000
H (1.536, -2.201, 0.817)  0.001
H (0.701, 0.620, -2.053)  0.000


| no. | energy (hartree) |
| --- | --- |
| 1 | -1608.79543 |
| 2 | -1792.75098 |
| 3 | -1591.44486 |
| 4 | -2900.38337 |